Entry one
Below is an isolated molecule of C3H4S2, with properties calculated with wB97M-V/def2-TZVPD.

Atoms and positions in Å:
C1 0.499 0.451 0.201
C2 0.294 -0.246 -1.136
C3 -0.635 -0.109 0.994
H1 0.365 0.356 -2.144
H2 1.044 -1.153 -1.123
H3 -1.133 0.744 1.511
H4 -0.390 -1.027 1.708
S1 1.434 1.800 0.588
S2 -1.477 -0.816 -0.599

SMILES string = S=C1CSC1
Total charge = 0
Highest occupied orbital energy = -9.012 eV
LUMO level = -0.65 eV
Molar mass = 104.2 g/mol

For reference, the natural (NBO) charges in units of e are: number 1, C, carries -0.055; number 2, C, carries -0.561; number 3, C, carries -0.565; number 4, H, carries 0.263; number 5, H, carries 0.249; number 6, H, carries 0.256; number 7, H, carries 0.260; number 8, S, carries 0.029; number 9, S, carries 0.123

***

Entry two
Below is an isolated molecule of C3H4S2, with properties calculated with wB97M-V/def2-TZVPD.

Atoms and positions in Å:
C1 -0.325 -0.298 -0.491
C2 2.004 -0.934 -0.613
C3 -0.573 0.524 0.694
S1 1.201 0.374 -1.322
S2 0.652 -1.764 0.035
H1 -1.024 -0.431 -1.206
H2 0.267 0.741 1.409
H3 -1.389 0.171 1.333
H4 -0.813 1.617 0.161

Total charge = 0
Highest occupied orbital energy = -8.779 eV
LUMO level = 0.29 eV
Molar mass = 104.2 g/mol

For reference, the natural (NBO) charges in units of e are: number 1, C, carries -0.430; number 2, C, carries -0.500; number 3, C, carries -0.639; number 4, S, carries 0.341; number 5, S, carries 0.329; number 6, H, carries 0.222; number 7, H, carries 0.243; number 8, H, carries 0.226; number 9, H, carries 0.208

***

Energies relative to the most stable structure, in kJ/mol: entry one 0.0; entry two 128.5.

***

Entry one
Below is a 2-piece molecular cluster, C3H9N overall, with properties calculated with wB97M-V/def2-TZVPD.

Atoms and positions in Å:
C1 3.479 2.379 -1.444
C2 2.172 2.475 -2.385
H1 4.542 2.623 -1.844
H2 3.305 3.037 -0.654
H3 3.427 1.561 -0.824
H4 1.569 3.311 -2.259
H5 1.702 1.558 -1.969
H6 2.414 2.505 -3.390
C3 -4.175 -4.087 3.038
N1 -5.460 -4.002 2.793
H7 -3.647 -3.223 3.635
H8 -3.685 -5.062 2.905
H9 -5.645 -3.074 2.398

SMILES string = C=N.CC
Total charge = 0
Highest occupied orbital energy = -9.549 eV
LUMO level = 0.80 eV
Molar mass = 59.1 g/mol

For reference, the natural (NBO) charges in units of e are: number 1, C, carries -0.619; number 2, C, carries -0.607; number 3, H, carries 0.208; number 4, H, carries 0.203; number 5, H, carries 0.200; number 6, H, carries 0.200; number 7, H, carries 0.209; number 8, H, carries 0.205; number 9, C, carries -0.036; number 10, N, carries -0.631; number 11, H, carries 0.154; number 12, H, carries 0.167; number 13, H, carries 0.346

***

Entry two
Below is a 2-piece molecular cluster, C3H9N overall, with properties calculated with wB97M-V/def2-TZVPD.

Atoms and positions in Å:
C1 2.890 -0.151 -0.115
H1 2.325 0.115 0.781
H2 3.921 -0.300 0.205
H3 2.404 -0.994 -0.594
H4 2.790 0.773 -0.691
C2 -2.106 0.414 -0.798
C3 -1.361 -0.324 0.027
N1 -0.214 0.047 0.728
H5 -2.018 1.429 -1.152
H6 -2.983 -0.129 -1.151
H7 -1.847 -1.256 0.314
H8 -0.251 0.844 1.349
H9 0.241 -0.701 1.226

SMILES string = C=CN.C
Total charge = 0
Highest occupied orbital energy = -8.601 eV
LUMO level = 1.03 eV
Molar mass = 59.1 g/mol

For reference, the natural (NBO) charges in units of e are: number 1, C, carries -0.849; number 2, H, carries 0.206; number 3, H, carries 0.208; number 4, H, carries 0.216; number 5, H, carries 0.217; number 6, C, carries -0.475; number 7, C, carries -0.007; number 8, N, carries -0.844; number 9, H, carries 0.201; number 10, H, carries 0.195; number 11, H, carries 0.178; number 12, H, carries 0.381; number 13, H, carries 0.371

***

Energies relative to the most stable structure, in kJ/mol: entry one 171.4; entry two 0.0.

***

Entry one
Below is a 9-piece molecular cluster, C22H64N2O9 overall, with properties calculated with wB97M-V/def2-TZVPD.

Atoms and positions in Å:
C1 -10.143 -16.695 1.742
C2 -11.043 -15.476 1.734
O1 -10.608 -14.626 0.751
H1 -9.091 -16.509 1.958
H2 -10.153 -17.123 0.740
H3 -10.575 -17.467 2.380
H4 -11.138 -14.962 2.690
H5 -12.066 -15.698 1.430
H6 -10.901 -13.718 0.861
C3 -15.026 -11.428 3.634
C4 -14.660 -11.101 2.227
O2 -13.364 -10.579 2.236
H7 -14.855 -10.604 4.326
H8 -14.431 -12.254 4.024
H9 -16.099 -11.591 3.741
H10 -15.414 -10.421 1.829
H11 -14.783 -11.957 1.563
H12 -13.203 -9.844 2.831
C5 -16.196 -9.102 11.694
C6 -16.161 -10.434 10.856
O3 -15.521 -11.370 11.696
H13 -15.161 -8.806 11.869
H14 -16.572 -9.006 12.712
H15 -16.713 -8.355 11.093
H16 -15.553 -10.427 9.951
H17 -17.129 -10.839 10.560
H18 -16.179 -12.057 11.823
C7 -12.278 -4.789 5.591
C8 -12.207 -5.874 6.611
O4 -11.493 -6.883 5.986
H19 -11.255 -4.528 5.318
H20 -12.667 -3.847 5.980
H21 -12.969 -5.048 4.789
H22 -13.073 -6.340 7.081
H23 -11.519 -5.608 7.413
H24 -11.118 -7.436 6.675
C9 -16.969 -19.059 3.716
C10 -16.976 -18.227 4.988
O5 -18.310 -18.123 5.472
H25 -17.242 -20.095 3.917
H26 -16.072 -18.968 3.105
H27 -17.709 -18.616 3.050
H28 -16.491 -17.260 4.858
H29 -16.294 -18.671 5.713
H30 -18.347 -18.681 6.252
C11 -20.462 -8.081 -1.582
C12 -21.727 -8.190 -2.427
O6 -22.069 -6.947 -2.956
H31 -20.581 -7.346 -0.786
H32 -19.615 -7.851 -2.228
H33 -20.090 -9.070 -1.313
H34 -22.517 -8.635 -1.822
H35 -21.501 -8.914 -3.210
H36 -22.626 -7.093 -3.724
C13 -12.310 -9.827 -4.328
C14 -11.119 -9.212 -5.006
O7 -11.490 -8.001 -5.646
H37 -13.019 -9.138 -3.870
H38 -12.134 -10.554 -3.535
H39 -12.748 -10.353 -5.176
H40 -10.775 -9.889 -5.788
H41 -10.342 -9.180 -4.243
H42 -12.356 -8.072 -6.056
C15 -7.959 -5.244 -0.845
C16 -6.739 -6.097 -0.516
C17 -7.029 -7.374 0.340
O8 -5.871 -8.108 0.787
C18 -6.272 -9.081 1.661
N1 -6.247 -6.543 -1.801
H43 -8.273 -4.719 0.057
H44 -8.863 -5.815 -1.060
H45 -7.878 -4.557 -1.687
H46 -5.979 -5.595 0.082
H47 -7.631 -8.035 -0.284
H48 -7.579 -7.134 1.250
H49 -7.036 -9.733 1.237
H50 -6.575 -8.688 2.631
H51 -5.344 -9.650 1.727
H52 -5.575 -7.273 -1.612
H53 -7.008 -7.032 -2.249
C19 -22.443 -15.592 -3.502
C20 -21.976 -14.334 -4.312
C21 -20.401 -14.481 -4.453
O9 -19.859 -14.551 -3.167
C22 -18.485 -14.408 -3.017
N2 -22.721 -14.355 -5.528
H54 -23.520 -15.500 -3.365
H55 -22.070 -15.647 -2.479
H56 -22.249 -16.508 -4.060
H57 -22.261 -13.474 -3.706
H58 -19.939 -13.655 -4.994
H59 -20.032 -15.285 -5.091
H60 -18.262 -13.368 -2.781
H61 -18.022 -14.765 -3.936
H62 -18.314 -15.103 -2.194
H63 -22.800 -15.234 -6.020
H64 -22.008 -13.926 -6.100

SMILES string = COC[C@H](C)N.COC[C@H](C)N.CCO.CCO.CCO.CCO.CCO.CCO.CCO
Total charge = 0
Highest occupied orbital energy = -9.189 eV
LUMO level = 0.18 eV
Molar mass = 500.8 g/mol

For reference, the Mulliken charges in units of e are: number 1, C, carries -1.047; number 2, C, carries -0.128; number 3, O, carries -0.529; number 4, H, carries 0.294; number 5, H, carries 0.278; number 6, H, carries 0.328; number 7, H, carries 0.293; number 8, H, carries 0.214; number 9, H, carries 0.297; number 10, C, carries -1.009; number 11, C, carries -0.160; number 12, O, carries -0.513; number 13, H, carries 0.311; number 14, H, carries 0.248; number 15, H, carries 0.321; number 16, H, carries 0.234; number 17, H, carries 0.265; number 18, H, carries 0.304; number 19, C, carries -0.961; number 20, C, carries -0.243; number 21, O, carries -0.503; number 22, H, carries 0.273; number 23, H, carries 0.303; number 24, H, carries 0.299; number 25, H, carries 0.195; number 26, H, carries 0.334; number 27, H, carries 0.304; number 28, C, carries -1.017; number 29, C, carries -0.176; number 30, O, carries -0.514; number 31, H, carries 0.259; number 32, H, carries 0.349; number 33, H, carries 0.275; number 34, H, carries 0.291; number 35, H, carries 0.236; number 36, H, carries 0.295; number 37, C, carries -0.920; number 38, C, carries -0.244; number 39, O, carries -0.510; number 40, H, carries 0.246; number 41, H, carries 0.328; number 42, H, carries 0.271; number 43, H, carries 0.257; number 44, H, carries 0.260; number 45, H, carries 0.313; number 46, C, carries -1.048; number 47, C, carries -0.152; number 48, O, carries -0.512; number 49, H, carries 0.280; number 50, H, carries 0.290; number 51, H, carries 0.344; number 52, H, carries 0.254; number 53, H, carries 0.237; number 54, H, carries 0.305; number 55, C, carries -1.078; number 56, C, carries -0.048; number 57, O, carries -0.530; number 58, H, carries 0.302; number 59, H, carries 0.326; number 60, H, carries 0.297; number 61, H, carries 0.209; number 62, H, carries 0.225; number 63, H, carries 0.297; number 64, C, carries -1.468; number 65, C, carries 0.472; number 66, C, carries -0.706; number 67, O, carries -0.327; number 68, C, carries -0.722; number 69, N, carries -0.771; number 70, H, carries 0.367; number 71, H, carries 0.355; number 72, H, carries 0.397; number 73, H, carries 0.324; number 74, H, carries 0.268; number 75, H, carries 0.398; number 76, H, carries 0.311; number 77, H, carries 0.291; number 78, H, carries 0.261; number 79, H, carries 0.298; number 80, H, carries 0.251; number 81, C, carries -1.351; number 82, C, carries 0.339; number 83, C, carries -0.729; number 84, O, carries -0.295; number 85, C, carries -0.729; number 86, N, carries -0.701; number 87, H, carries 0.401; number 88, H, carries 0.326; number 89, H, carries 0.323; number 90, H, carries 0.237; number 91, H, carries 0.447; number 92, H, carries 0.382; number 93, H, carries 0.219; number 94, H, carries 0.351; number 95, H, carries 0.239; number 96, H, carries 0.266; number 97, H, carries 0.275

***

Entry two
Below is a 9-piece molecular cluster, C22H64N2O9 overall, with properties calculated with wB97M-V/def2-TZVPD.

Atoms and positions in Å:
C1 -1.037 -5.168 0.515
C2 -2.225 -4.280 0.803
O1 -2.169 -3.847 2.170
H1 -1.179 -5.561 -0.503
H2 -1.083 -6.098 1.079
H3 -0.078 -4.659 0.459
H4 -3.200 -4.745 0.654
H5 -2.259 -3.390 0.167
H6 -1.791 -2.962 2.182
C3 0.430 -0.605 -0.603
C4 -0.543 -0.246 0.489
O2 -0.373 -1.033 1.669
H7 1.430 -0.687 -0.163
H8 0.505 0.194 -1.342
H9 0.295 -1.587 -1.057
H10 -1.586 -0.229 0.175
H11 -0.357 0.777 0.844
H12 0.494 -0.815 2.030
C5 -2.521 1.048 -2.595
C6 -3.960 1.278 -2.986
O3 -4.144 1.009 -4.405
H13 -2.068 0.212 -3.133
H14 -2.401 0.921 -1.517
H15 -1.794 1.823 -2.863
H16 -4.344 2.283 -2.806
H17 -4.622 0.505 -2.592
H18 -3.816 1.802 -4.846
C7 2.577 2.511 -0.864
C8 3.887 3.289 -0.559
O4 3.921 3.457 0.854
H19 1.822 2.782 -0.126
H20 2.720 1.434 -0.770
H21 2.139 2.841 -1.809
H22 3.779 4.227 -1.108
H23 4.834 2.860 -0.890
H24 4.367 2.720 1.277
C9 -1.406 -3.360 -2.879
C10 -0.636 -3.104 -4.150
O5 -1.215 -2.004 -4.852
H25 -1.319 -4.370 -2.481
H26 -2.462 -3.116 -2.995
H27 -1.033 -2.674 -2.113
H28 -0.661 -3.997 -4.787
H29 0.441 -2.993 -4.030
H30 -2.173 -1.962 -4.825
C11 1.479 -0.364 -4.207
C12 1.448 1.063 -4.779
O6 0.253 1.153 -5.610
H31 0.546 -0.585 -3.683
H32 2.159 -0.385 -3.344
H33 1.708 -1.193 -4.873
H34 2.299 1.145 -5.464
H35 1.408 1.885 -4.068
H36 0.086 0.234 -5.837
C13 -4.923 -1.022 0.051
C14 -6.403 -0.647 0.056
O7 -7.124 -1.867 -0.152
H37 -4.639 -1.434 -0.921
H38 -4.705 -1.650 0.913
H39 -4.197 -0.197 0.063
H40 -6.508 0.121 -0.711
H41 -6.638 -0.197 1.022
H42 -7.356 -2.171 0.730
C15 3.360 -3.093 1.197
C16 3.699 -1.730 1.768
C17 3.486 -1.622 3.276
O8 2.094 -1.688 3.552
C18 1.771 -2.047 4.874
N1 5.045 -1.292 1.413
H43 3.809 -3.139 0.206
H44 2.268 -3.084 1.083
H45 3.567 -4.011 1.746
H46 3.077 -0.963 1.291
H47 3.988 -0.790 3.775
H48 3.930 -2.539 3.686
H49 2.555 -2.578 5.419
H50 0.926 -2.736 4.806
H51 1.441 -1.197 5.477
H52 5.156 -1.426 0.413
H53 5.810 -1.850 1.784
C19 0.177 6.405 3.056
C20 1.254 5.341 2.720
C21 0.662 3.906 2.719
O9 0.073 3.687 3.980
C22 -0.413 2.352 4.086
N2 1.781 5.678 1.401
H54 -0.120 6.404 4.105
H55 -0.684 6.114 2.455
H56 0.497 7.430 2.871
H57 2.061 5.357 3.459
H58 1.476 3.202 2.522
H59 -0.102 3.876 1.934
H60 -0.868 2.280 5.072
H61 0.454 1.683 4.085
H62 -1.131 2.133 3.294
H63 2.308 6.545 1.437
H64 2.512 5.020 1.137

SMILES string = COC[C@H](C)N.COC[C@H](C)N.CCO.CCO.CCO.CCO.CCO.CCO.CCO
Total charge = 0
Highest occupied orbital energy = -9.074 eV
LUMO level = 0.41 eV
Molar mass = 500.8 g/mol

For reference, the Mulliken charges in units of e are: number 1, C, carries -0.859; number 2, C, carries 0.163; number 3, O, carries -0.598; number 4, H, carries 0.282; number 5, H, carries 0.369; number 6, H, carries 0.042; number 7, H, carries 0.371; number 8, H, carries -0.112; number 9, H, carries 0.302; number 10, C, carries 0.690; number 11, C, carries 0.680; number 12, O, carries -0.350; number 13, H, carries -0.646; number 14, H, carries 0.161; number 15, H, carries -0.234; number 16, H, carries -0.414; number 17, H, carries 0.003; number 18, H, carries 0.129; number 19, C, carries -0.253; number 20, C, carries -0.351; number 21, O, carries -0.572; number 22, H, carries 0.103; number 23, H, carries -0.056; number 24, H, carries 0.420; number 25, H, carries 0.358; number 26, H, carries 0.027; number 27, H, carries 0.306; number 28, C, carries -0.239; number 29, C, carries -0.580; number 30, O, carries -0.554; number 31, H, carries 0.084; number 32, H, carries 0.105; number 33, H, carries 0.213; number 34, H, carries 0.288; number 35, H, carries 0.388; number 36, H, carries 0.302; number 37, C, carries -0.366; number 38, C, carries -0.309; number 39, O, carries -0.498; number 40, H, carries 0.304; number 41, H, carries 0.358; number 42, H, carries -0.196; number 43, H, carries 0.341; number 44, H, carries 0.197; number 45, H, carries 0.289; number 46, C, carries -0.860; number 47, C, carries -0.097; number 48, O, carries -0.567; number 49, H, carries -0.083; number 50, H, carries 0.387; number 51, H, carries 0.514; number 52, H, carries 0.312; number 53, H, carries 0.094; number 54, H, carries 0.294; number 55, C, carries -0.547; number 56, C, carries -0.677; number 57, O, carries -0.524; number 58, H, carries 0.200; number 59, H, carries 0.373; number 60, H, carries 0.198; number 61, H, carries 0.323; number 62, H, carries 0.340; number 63, H, carries 0.320; number 64, C, carries -1.181; number 65, C, carries 1.530; number 66, C, carries -0.963; number 67, O, carries -0.106; number 68, C, carries -0.904; number 69, N, carries -0.826; number 70, H, carries 0.383; number 71, H, carries 0.100; number 72, H, carries 0.326; number 73, H, carries -0.601; number 74, H, carries 0.350; number 75, H, carries 0.407; number 76, H, carries 0.348; number 77, H, carries 0.292; number 78, H, carries 0.275; number 79, H, carries 0.278; number 80, H, carries 0.239; number 81, C, carries -1.326; number 82, C, carries 0.543; number 83, C, carries -0.674; number 84, O, carries -0.400; number 85, C, carries -0.583; number 86, N, carries -0.742; number 87, H, carries 0.291; number 88, H, carries 0.312; number 89, H, carries 0.398; number 90, H, carries 0.298; number 91, H, carries 0.333; number 92, H, carries 0.319; number 93, H, carries 0.310; number 94, H, carries 0.191; number 95, H, carries 0.268; number 96, H, carries 0.261; number 97, H, carries 0.168

***

Energies relative to the most stable structure, in kJ/mol: entry one 239.1; entry two 0.0.